{"formula": "C4H10N4", "method": "ωB97M-V/def2-TZVPD", "homo_lumo_gap_ev": 7.460, "energy_ha": -377.252309, "spin_multiplicity": 1, "elements": ["C", "C", "N", "C", "N", "C", "N", "N", "H", "H", "H", "H", "H", "H", "H", "H", "H", "H"], "xyz": [[-0.299, 1.586, 0.054], [-0.314, -0.764, 2.040], [-0.387, 0.237, -0.491], [0.958, -0.291, -1.012], [-1.532, 0.093, -1.320], [1.087, -1.159, 0.054], [-0.231, -1.043, 0.612], [1.386, 0.221, -2.109], [-1.695, -0.910, -1.373], [-1.245, 0.404, -2.249], [2.194, -0.267, -2.479], [1.914, -1.651, 0.528], [-1.252, 1.862, 0.500], [-0.047, 2.262, -0.767], [0.512, 1.612, 0.781], [0.464, -0.086, 2.414], [-1.304, -0.374, 2.277], [-0.209, -1.731, 2.540]]}



{"formula": "C4H10N4", "method": "ωB97M-V/def2-TZVPD", "homo_lumo_gap_ev": [7.063, 7.063], "energy_ha": -377.204168, "spin_multiplicity": 1, "elements": ["C", "N", "C", "C", "N", "N", "C", "N", "H", "H", "H", "H", "H", "H", "H", "H", "H", "H"], "xyz": [[1.247, 0.867, -1.230], [-1.374, -0.199, 0.128], [-0.107, 0.462, 0.775], [0.315, -0.930, 0.964], [-1.473, -0.367, -1.257], [-0.615, 1.106, 1.970], [1.015, -1.934, 0.507], [0.785, 1.216, 0.083], [-2.208, 0.064, 0.655], [-1.789, 0.481, -1.718], [-2.100, -1.133, -1.467], [-0.339, 2.081, 1.905], [-0.192, 0.706, 2.799], [0.556, 1.140, -2.040], [2.188, 1.392, -1.415], [1.431, -0.217, -1.363], [0.565, -2.892, 0.283], [2.095, -1.840, 0.422]]}



{"formula": "C4H10N4", "method": "ωB97M-V/def2-TZVPD", "total_charge": 2, "homo_lumo_gap_ev": [5.819, 6.962], "energy_ha": -376.572945, "spin_multiplicity": 1, "smiles": "CN(C)/N=C\\[NH+]=C=[NH2+]", "elements": ["C", "N", "C", "N", "C", "N", "C", "N", "H", "H", "H", "H", "H", "H", "H", "H", "H", "H"], "xyz": [[1.481, -0.459, 1.280], [1.162, 0.102, 0.030], [1.770, -0.260, -1.269], [0.538, 1.207, 0.039], [-0.625, 1.690, -0.043], [-1.748, 0.954, 0.029], [-1.619, -0.403, 0.047], [-2.700, -1.091, 0.035], [1.750, -1.585, 1.320], [2.608, -0.272, 1.521], [0.880, -0.279, 2.127], [2.401, 0.475, -1.682], [2.247, -1.253, -1.067], [1.114, -0.179, -2.179], [-0.489, 2.798, -0.071], [-2.601, 1.384, -0.155], [-3.618, -0.738, 0.060], [-2.553, -2.092, -0.022]]}



{"formula": "C4H10N4O", "method": "ωB97M-V/def2-TZVPD", "homo_lumo_gap_ev": 10.034, "energy_ha": -452.554629, "spin_multiplicity": 1, "smiles": "[H]/N=C(/C)[C@H](N)ON.C#N", "elements": ["H", "N", "C", "C", "C", "N", "O", "N", "H", "H", "H", "H", "H", "H", "H", "H", "C", "N", "H"], "xyz": [[0.136, 1.687, -1.451], [-0.797, 1.368, -1.198], [-0.870, 0.827, -0.062], [-2.197, 0.398, 0.470], [0.317, 0.572, 0.860], [1.471, 1.273, 0.480], [0.733, -0.936, 0.773], [-0.282, -1.922, 0.869], [-2.460, 1.022, 1.324], [-2.150, -0.635, 0.809], [-2.948, 0.501, -0.308], [0.035, 0.788, 1.898], [2.181, 1.236, 1.202], [1.859, 0.852, -0.398], [-0.403, -2.295, -0.075], [0.125, -2.665, 1.437], [1.814, -0.608, -2.100], [1.168, -1.477, -1.694], [2.267, 0.014, -2.836]]}



{"formula": "C4H10N4O", "method": "ωB97M-V/def2-TZVPD", "homo_lumo_gap_ev": 8.831, "energy_ha": -452.566365, "spin_multiplicity": 1, "smiles": "N/N=C\\N1C[C@@H](O)CN1", "elements": ["N", "N", "C", "N", "C", "C", "O", "C", "N", "H", "H", "H", "H", "H", "H", "H", "H", "H", "H"], "xyz": [[-1.780, -0.804, 2.290], [-2.546, -0.637, 1.160], [-1.992, -0.143, 0.121], [-0.562, 0.193, 0.131], [-0.084, 0.873, -1.064], [1.362, 0.371, -1.340], [2.433, 1.272, -1.657], [1.555, -0.492, -0.111], [0.160, -0.962, 0.106], [-0.968, -0.157, 2.394], [-2.373, -0.826, 3.090], [-2.576, -0.120, -0.776], [0.011, 1.939, -0.816], [-0.768, 0.849, -1.925], [1.248, -0.310, -2.150], [2.621, 1.798, -0.891], [1.927, 0.091, 0.709], [2.217, -1.342, -0.221], [0.117, -1.594, 0.951]]}



{"formula": "C4H10NO", "method": "ωB97M-V/def2-TZVPD", "total_charge": -1, "homo_lumo_gap_ev": 6.386, "energy_ha": -288.355992, "spin_multiplicity": 1, "smiles": "CCCNC[O-]", "elements": ["C", "C", "C", "N", "C", "O", "H", "H", "H", "H", "H", "H", "H", "H", "H", "H"], "xyz": [[-0.591, -0.172, -1.948], [-1.192, -0.457, -0.620], [-0.629, 0.411, 0.532], [0.321, -0.241, 1.375], [1.807, 0.346, 1.472], [1.910, 1.555, 1.016], [0.420, -0.601, -1.997], [-0.449, 0.870, -2.216], [-1.096, -0.665, -2.796], [-1.223, -1.529, -0.391], [-2.284, -0.287, -0.560], [-0.158, 1.378, 0.252], [-1.495, 0.862, 1.059], [0.284, -1.253, 1.268], [2.410, -0.470, 0.973], [1.965, 0.253, 2.580]]}